Entry 1:
# C17H19N3O6

One molecule with the formula C17H19N3O6 in a non-equilibrium geometry (the ωB97M-V functional and the def2-TZVPD basis, the OMol25 dataset).

* strongest force on any atom: 1.015 eV Å⁻¹
* frontier orbital gap: 7.56 eV
* HOMO: -8.4 eV
* LUMO: -0.827 eV
* SMILES: CCOc1cc(/C=C\c2nc(O)c([N+](=O)[O-])c(=O)[nH]2)ccc1OC(C)C
* DFT total energy: -1274.819136 Ha

```
45
Properties=species:S:1:pos:R:3:lowdin_charge:R:1
C 4.173 2.906 -0.639 -0.0597
C 3.589 1.977 -1.700 -0.2365
O 3.156 0.743 -1.166 -0.0253
C 1.993 0.673 -0.473 -0.1785
C 1.085 1.697 -0.306 0.0367
C -0.120 1.499 0.386 -0.2469
C -1.037 2.615 0.529 -0.0214
C -2.383 2.614 0.548 -0.0066
C -3.293 1.535 0.239 -0.2949
N -4.542 1.680 0.607 0.1802
C -5.429 0.712 0.308 -0.3050
O -6.658 0.890 0.765 0.1321
C -5.081 -0.434 -0.384 -0.0074
N -6.051 -1.459 -0.662 -0.3581
O -5.700 -2.606 -0.516 0.1077
O -7.153 -1.102 -1.016 0.0956
C -3.719 -0.618 -0.838 -0.3914
O -3.259 -1.525 -1.485 0.0990
N -2.893 0.460 -0.468 0.2036
C -0.354 0.258 0.972 -0.0506
C 0.559 -0.772 0.836 0.0099
C 1.724 -0.601 0.100 -0.1756
O 2.661 -1.534 -0.136 0.0007
C 2.515 -2.863 0.357 -0.4168
C 3.401 -3.738 -0.523 -0.0331
C 2.940 -2.943 1.823 -0.0316
H 3.426 3.172 0.104 0.0666
H 4.543 3.812 -1.110 0.0780
H 4.997 2.410 -0.133 0.0810
H 4.367 1.700 -2.416 0.1262
H 2.777 2.470 -2.250 0.1179
H 1.266 2.669 -0.739 0.1146
H -0.553 3.577 0.655 0.1190
H -2.901 3.531 0.788 0.1123
H -6.706 1.739 1.228 0.1335
H -1.920 0.380 -0.750 0.1483
H -1.235 0.106 1.577 0.1240
H 0.343 -1.715 1.312 0.1126
H 1.470 -3.184 0.247 0.1419
H 4.432 -3.402 -0.454 0.0858
H 3.338 -4.773 -0.203 0.0833
H 3.082 -3.666 -1.559 0.0839
H 3.986 -2.658 1.915 0.0877
H 2.347 -2.273 2.441 0.0724
H 2.817 -3.959 2.189 0.0851
```

---

Entry 2:
# C17H19N5O3

One molecule with the formula C17H19N5O3 in a non-equilibrium geometry (the ωB97M-V functional and the def2-TZVPD basis, the OMol25 dataset).

* strongest force on any atom: 5.793 eV Å⁻¹
* frontier orbital gap: 8.60 eV
* HOMO: -8.1 eV
* LUMO: 0.495 eV
* SMILES: N[C@@H](Cc1c[nH]cn1)C(=O)N[C@@H](Cc1c[nH]c2ccccc12)C(=O)O
* DFT total energy: -1158.646245 Ha

```
44
Properties=species:S:1:pos:R:3:lowdin_charge:R:1
N 0.737 -3.737 -0.964 0.0448
C 0.435 -3.087 0.365 -0.2749
C 1.603 -2.166 0.837 -0.0544
C 2.323 -1.311 -0.335 -0.2446
C 3.564 -0.770 -0.558 -0.0475
N 3.405 0.218 -1.557 0.0777
C 2.099 0.109 -1.892 -0.1914
N 1.428 -0.780 -1.215 0.0868
C -0.903 -2.219 0.541 -0.3995
O -1.684 -2.649 1.398 0.0218
N -1.304 -1.262 -0.440 0.1261
C -2.693 -0.602 -0.149 -0.1682
C -2.716 0.301 1.074 -0.0995
C -1.433 0.986 1.421 -0.1957
C -0.611 0.502 2.365 -0.0835
N 0.608 1.079 2.302 0.1076
C 0.573 1.951 1.266 -0.2542
C 1.664 2.649 0.700 0.0073
C 1.353 3.518 -0.339 -0.1082
C 0.129 3.490 -0.964 -0.0949
C -0.904 2.687 -0.443 0.0227
C -0.585 1.848 0.646 -0.1690
C -3.285 0.010 -1.522 -0.4951
O -2.538 0.189 -2.458 0.0976
O -4.566 0.311 -1.503 0.0927
H -0.118 -4.042 -1.568 0.1258
H 1.273 -3.086 -1.438 -0.0091
H 0.248 -3.918 1.087 0.1351
H 1.131 -1.548 1.600 0.0837
H 2.375 -2.767 1.311 0.0998
H 4.457 -0.935 -0.056 0.0869
H 4.262 0.691 -1.897 0.1700
H 1.714 0.702 -2.663 0.1121
H -0.606 -0.719 -0.989 0.1021
H -3.223 -1.472 -0.089 0.1006
H -3.039 -0.118 2.094 0.1356
H -3.574 1.273 0.930 0.1811
H -0.765 -0.399 3.001 0.1502
H 1.221 1.165 3.053 0.1393
H 2.644 2.591 1.132 0.1017
H 2.081 4.137 -0.797 0.0885
H -0.113 4.156 -1.726 0.0791
H -1.814 2.624 -1.092 0.1237
H -4.854 0.400 -0.472 0.1891
```

---

Entry 3:
# C17H19N5O4

One molecule with the formula C17H19N5O4 in a non-equilibrium geometry (the ωB97M-V functional and the def2-TZVPD basis, the OMol25 dataset).

* strongest force on any atom: 1.367 eV Å⁻¹
* frontier orbital gap: 8.79 eV
* HOMO: -8.7 eV
* LUMO: 0.135 eV
* SMILES: CCOC(=O)[C@H](CC)n1cnc2c(nnn2-c2cccc(OC)c2)c1=O
* DFT total energy: -1233.956078 Ha

```
45
Properties=species:S:1:pos:R:3:lowdin_charge:R:1
C 0.124 2.639 -3.102 -0.0577
C 1.183 1.764 -3.755 -0.1993
O 1.264 0.487 -3.115 0.0104
C 0.390 -0.444 -3.490 -0.4577
O -0.443 -0.302 -4.343 0.1337
C 0.599 -1.718 -2.671 -0.1866
C -0.510 -2.750 -2.900 -0.1814
C -0.349 -3.447 -4.245 -0.0841
N 0.738 -1.363 -1.267 0.0573
C -0.221 -0.622 -0.673 -0.1042
N -0.236 -0.212 0.549 0.1524
C 0.852 -0.592 1.263 -0.1903
C 1.916 -1.357 0.762 -0.1165
N 2.806 -1.526 1.770 0.0967
N 2.370 -0.940 2.803 0.0618
N 1.181 -0.352 2.555 0.0137
C 0.497 0.359 3.549 -0.1746
C 1.064 0.457 4.812 -0.0283
C 0.385 1.160 5.793 -0.0699
C -0.831 1.752 5.522 -0.0078
C -1.397 1.651 4.248 -0.2690
O -2.595 2.266 4.078 -0.0780
C -3.216 2.194 2.816 -0.0824
C -0.728 0.949 3.254 0.0476
C 1.922 -1.805 -0.604 -0.3420
O 2.744 -2.458 -1.197 0.1043
H -0.863 2.210 -3.255 0.0751
H 0.312 2.725 -2.034 0.0785
H 0.147 3.630 -3.547 0.0789
H 0.956 1.615 -4.815 0.1239
H 2.179 2.197 -3.642 0.1266
H 1.569 -2.152 -2.955 0.1605
H -1.483 -2.257 -2.861 0.1152
H -0.462 -3.488 -2.096 0.1239
H -0.410 -2.724 -5.053 0.0706
H 0.609 -3.958 -4.299 0.0805
H -1.139 -4.181 -4.380 0.0757
H -1.066 -0.348 -1.290 0.1512
H 2.014 -0.013 5.004 0.1007
H 0.812 1.245 6.780 0.1074
H -1.368 2.302 6.278 0.1169
H -3.436 1.159 2.536 0.0975
H -2.601 2.658 2.039 0.0968
H -4.149 2.747 2.917 0.0934
H -1.128 0.845 2.260 0.0785
```

---

Entry 4:
# C17H19N7O3

C17H19N7O3 as an isolated structure in a non-equilibrium geometry (the ωB97M-V functional and the def2-TZVPD basis, the OMol25 dataset).

* strongest force on any atom: 15.648 eV Å⁻¹
* frontier orbital gap: 7.63 eV
* HOMO: -8.4 eV
* LUMO: -0.783 eV
* DFT total energy: -1267.595223 Ha

```
46
Properties=species:S:1:pos:R:3:lowdin_charge:R:1
C -2.114 -0.160 3.290 -0.0927
H -1.454 -0.719 3.738 -0.0165
H -3.070 0.001 4.051 0.1401
H -2.588 -0.836 2.416 0.1078
C -1.618 1.013 2.468 -0.3235
N -2.492 1.855 1.983 0.0711
C -2.366 2.271 0.704 -0.2985
N -3.634 2.799 0.261 0.1676
C -3.506 3.132 -1.006 -0.4879
N -2.501 2.949 -1.851 0.1615
C -1.534 2.092 -1.046 -0.1781
N -1.526 1.588 0.052 0.2149
O -0.579 1.830 -2.296 0.0103
C 0.564 1.222 -1.589 -0.4320
N 0.884 1.058 -0.492 0.1311
N 2.164 0.572 -0.057 0.1918
C 2.837 0.048 -1.110 -0.2383
C 2.607 0.072 -2.381 0.0560
C 1.227 0.654 -2.655 0.1164
H 1.134 0.837 -3.657 0.0903
H 3.181 -0.518 -3.120 0.1413
O 4.040 -0.742 -0.460 -0.0787
C 4.092 -0.990 0.903 -0.2543
C 3.735 -2.319 1.309 0.0543
O 2.034 -2.679 1.459 -0.0403
C 1.278 -2.379 0.349 -0.4106
C 0.134 -1.815 0.421 -0.1375
C -0.938 -1.849 -0.279 -0.0136
C -0.419 -2.217 -1.671 -0.1021
C 0.710 -2.731 -1.943 -0.1688
C 1.578 -2.963 -0.858 0.0086
H 2.569 -3.426 -1.244 0.1541
H 0.901 -3.165 -2.879 0.0990
H -1.246 -2.173 -2.601 0.1611
H -1.763 -1.346 -0.265 0.0382
H -0.173 -1.526 1.782 0.2165
H 3.922 -2.743 2.096 0.0311
H 4.084 -2.943 0.584 0.0898
H 5.177 -0.936 0.982 0.1503
H 3.672 -0.273 1.517 0.1010
N -4.455 4.135 -1.533 0.1275
H -4.978 4.385 -0.750 0.0517
H -4.272 4.288 -2.479 0.0581
H -3.295 2.168 2.454 0.1444
H -1.098 1.509 3.532 0.1780
H -0.905 0.968 1.875 0.0094
```

---

Entry 5:
# C17H19NO

A 2-piece molecular cluster, C17H19NO overall in a non-equilibrium geometry (the ωB97M-V functional and the def2-TZVPD basis, the OMol25 dataset).

* strongest force on any atom: 5.464 eV Å⁻¹
* frontier orbital gap: 8.47 eV
* HOMO: -7.7 eV
* LUMO: 0.770 eV
* SMILES: Cc1c[nH]c2ccccc12.CCc1ccc(O)cc1
* DFT total energy: -789.090077 Ha

```
38
Properties=species:S:1:pos:R:3:lowdin_charge:R:1
C -1.284 2.121 -3.245 -0.0468
C -1.460 1.059 -2.245 -0.2684
C -2.434 1.002 -1.259 -0.0563
N -2.305 -0.121 -0.421 0.1005
C -1.212 -0.852 -0.931 -0.2017
C -0.444 -1.936 -0.475 -0.0438
C 0.205 -2.721 -1.392 -0.0830
C 0.475 -2.176 -2.715 -0.0934
C 0.200 -0.876 -2.840 -0.0729
C -0.740 -0.161 -2.060 -0.2007
H -2.225 2.067 -3.821 0.0890
H -0.517 1.916 -3.980 0.0703
H -1.220 3.109 -2.772 0.0876
H -3.135 1.768 -0.930 0.1202
H -2.874 -0.504 0.304 0.1385
H -0.293 -2.150 0.591 0.0994
H 0.584 -3.720 -1.149 0.1009
H 1.124 -2.888 -3.212 0.0978
H 0.499 -0.269 -3.779 0.1360
C 1.166 1.697 -0.397 -0.0993
C 1.602 1.941 1.010 -0.2122
C 1.104 0.755 1.910 -0.2424
C 0.012 1.012 2.752 -0.0145
C -0.489 -0.145 3.382 -0.0297
C 0.252 -1.322 3.363 -0.3321
O -0.254 -2.272 4.222 0.0211
C 1.485 -1.521 2.688 -0.0082
C 1.917 -0.357 2.016 -0.0522
H 1.102 0.680 -0.791 0.0643
H 1.968 2.229 -0.940 0.0899
H 0.142 1.960 -0.622 0.0626
H 2.680 2.016 1.314 0.1163
H 1.233 2.957 1.265 0.1107
H -0.703 1.847 2.591 0.1247
H -1.476 -0.250 3.797 0.1097
H 0.265 -3.081 4.165 0.0977
H 2.095 -2.402 2.842 0.1104
H 2.955 -0.413 1.765 0.1097
```